Record 1
Density functional theory data (ωB97M-V/def2-TZVPD) for C15H28ClGaNO as an isolated structure.

Computed properties:
Lowest unoccupied orbital energy, eV: 2.5
Charge: -1
Calculated total energy, Eh: -3103.27349
Strongest force on any atom, eV/A: 1.92
2S+1: 1
Frontier orbital gap, eV: 6.85

CARTESIAN COORDINATES (ANGSTROEM)
C -1.290 0.212 1.146
C -0.453 0.975 0.042
Ga -1.237 0.628 -1.825
C -1.076 -1.316 -2.483
C 0.190 -2.098 -1.990
C 1.520 -1.301 -2.072
C 2.706 -2.328 -1.951
O 3.245 -2.699 -3.223
C 4.655 -2.592 -3.232
C -0.503 1.845 -3.331
C -0.392 3.358 -3.000
C -1.754 4.004 -2.629
Cl 0.866 3.665 -1.696
H -2.345 0.261 0.798
H -1.240 0.772 2.103
H -0.980 -0.838 1.284
H 0.639 0.814 0.142
H -0.618 2.057 0.252
H -2.830 0.961 -1.715
H -1.969 -1.859 -2.096
H -1.155 -1.358 -3.594
H 0.314 -2.979 -2.669
H -0.018 -2.527 -0.991
H 1.643 -0.736 -3.010
H 1.633 -0.634 -1.200
H 2.396 -3.223 -1.368
H 3.529 -1.868 -1.353
H 5.126 -3.411 -2.645
H 4.971 -2.710 -4.288
H 5.006 -1.602 -2.886
H -1.230 1.757 -4.176
H 0.463 1.464 -3.732
H -0.022 3.896 -3.897
H -2.475 3.835 -3.447
H -2.128 3.659 -1.651
H -1.590 5.102 -2.558
N -1.119 -0.646 4.709
C -2.294 -0.355 5.273
C -2.450 -0.039 6.613
C -1.323 -0.027 7.420
C -0.093 -0.327 6.857
C -0.047 -0.627 5.505
H -3.145 -0.380 4.602
H -3.428 0.192 7.014
H -1.403 0.214 8.473
H 0.810 -0.329 7.454
H 0.893 -0.864 5.018


Record 2
Density functional theory data (ωB97M-V/def2-TZVPD) for C12H21Cl6MgO6 as an isolated structure.

Computed properties:
Lowest unoccupied orbital energy, eV: 2.0
Charge: -1
Energy relative to the best compared isomer or geometry (same formula, charge and spin), eV: 1.5197
Calculated total energy, Eh: -3882.74568
Strongest force on any atom, eV/A: 5.87
2S+1: 1
Frontier orbital gap, eV: 6.60

CARTESIAN COORDINATES (ANGSTROEM)
Mg 1.014 2.349 0.877
C 0.365 -0.857 -1.222
C 0.817 0.431 -0.506
O 1.523 0.509 0.499
O 0.218 1.531 -0.707
H 1.020 -1.621 -0.802
H 0.423 -0.833 -2.310
H -0.593 -1.207 -0.837
C 0.531 2.149 5.130
C 0.677 2.882 3.834
O 1.058 2.254 2.848
O 0.324 4.039 3.749
H 0.156 1.133 5.012
H -0.165 2.583 5.848
H 1.492 2.043 5.633
C -2.599 3.607 0.003
C -1.527 4.381 0.772
O -1.697 5.456 1.407
O -0.390 3.929 0.934
H -3.274 3.068 0.667
H -2.129 2.973 -0.749
H -3.145 4.334 -0.599
Cl 0.979 -4.933 -4.419
C 0.524 -4.042 -2.950
C 1.418 -4.383 -1.741
Cl 3.097 -4.040 -2.004
H -0.504 -4.349 -2.754
H 0.617 -2.969 -3.116
H 1.325 -5.424 -1.430
H 1.129 -3.913 -0.801
Cl -2.350 2.802 -5.416
C -1.914 2.101 -3.884
C -1.761 0.571 -4.046
Cl -0.261 0.208 -4.911
H -2.704 2.405 -3.196
H -1.046 2.570 -3.419
H -2.576 0.148 -4.633
H -1.684 0.097 -3.068
Cl 0.816 -4.723 2.354
C 0.839 -3.051 3.101
C 1.949 -2.185 2.478
Cl 3.495 -2.722 3.242
H 0.936 -3.239 4.170
H -0.137 -2.587 2.957
H 1.748 -1.121 2.605
H 1.968 -2.353 1.401


Record 3
Density functional theory data (ωB97M-V/def2-TZVPD) for C51H48ClFFeN2P2Si2 as an isolated structure.

Computed properties:
Lowest unoccupied orbital energy (spin up / spin down), eV: -2.4 / -3.3
Charge: +1
Calculated total energy, Eh: -5167.12466
Strongest force on any atom, eV/A: 0.62
<S²>: 8.769
2S+1: 6
Frontier orbital gap (spin up / spin down), eV: 6.67 / 6.89

CARTESIAN COORDINATES (ANGSTROEM)
Fe 0.166 -0.046 -0.031
C -0.584 -3.403 -1.832
Si -1.183 -1.648 -1.498
C -2.889 -1.837 -0.669
C -3.940 -2.487 -1.326
C -5.119 -2.810 -0.679
C -5.275 -2.516 0.670
C -4.247 -1.890 1.349
C -3.074 -1.532 0.681
P -1.717 -0.769 1.621
C -2.463 0.586 2.570
C -3.654 1.197 2.183
C -4.097 2.340 2.835
C -3.356 2.887 3.871
C -2.163 2.290 4.257
C -1.716 1.152 3.607
C -1.250 -2.046 2.822
C -0.539 -3.131 2.313
C -0.167 -4.177 3.140
C -0.498 -4.142 4.487
C -1.214 -3.070 4.999
C -1.596 -2.025 4.169
C -1.301 -0.788 -3.200
C -2.236 -1.176 -4.162
C -2.275 -0.595 -5.420
C -1.360 0.391 -5.759
C -0.409 0.786 -4.832
C -0.381 0.206 -3.566
P 0.903 0.687 -2.374
C 1.380 2.369 -2.867
C 2.660 2.680 -3.313
C 2.992 3.995 -3.614
C 2.050 5.002 -3.477
C 0.766 4.694 -3.045
C 0.434 3.387 -2.738
C 2.336 -0.363 -2.726
C 2.302 -1.365 -3.689
C 3.386 -2.220 -3.840
C 4.508 -2.069 -3.041
C 4.553 -1.057 -2.089
C 3.470 -0.214 -1.928
H -1.255 -3.890 -2.545
H -0.582 -4.000 -0.918
H 0.422 -3.409 -2.250
H -3.833 -2.780 -2.362
H -5.910 -3.314 -1.219
H -6.185 -2.788 1.189
H -4.352 -1.680 2.407
H -4.239 0.788 1.371
H -5.028 2.801 2.532
H -3.703 3.779 4.376
H -1.578 2.712 5.064
H -0.777 0.699 3.904
H -0.282 -3.167 1.259
H 0.389 -5.010 2.733
H -0.202 -4.954 5.138
H -1.486 -3.048 6.046
H -2.164 -1.200 4.580
H -2.956 -1.952 -3.938
H -3.018 -0.916 -6.139
H -1.383 0.846 -6.740
H 0.312 1.550 -5.095
H 3.405 1.902 -3.425
H 3.990 4.227 -3.961
H 2.312 6.025 -3.710
H 0.023 5.475 -2.948
H -0.572 3.158 -2.408
H 1.429 -1.492 -4.318
H 3.353 -3.000 -4.589
H 5.351 -2.738 -3.159
H 5.429 -0.935 -1.464
H 3.494 0.556 -1.165
C 1.893 1.996 3.400
Si 2.546 1.349 1.752
C 2.377 2.733 0.486
C 4.383 0.995 1.902
N 1.681 -0.079 1.175
C 2.182 -1.309 1.629
C 2.642 -1.549 2.931
C 3.163 -2.774 3.308
C 3.243 -3.821 2.401
C 2.774 -3.634 1.108
C 2.256 -2.406 0.767
F 1.740 -2.257 -0.485
H 2.627 2.669 3.849
H 1.694 1.201 4.118
H 0.969 2.569 3.281
H 2.214 3.696 0.973
H 1.576 2.603 -0.242
H 3.301 2.815 -0.091
H 4.895 1.943 2.086
H 4.779 0.588 0.969
H 4.657 0.309 2.702
H 2.586 -0.758 3.667
H 3.511 -2.908 4.324
H 3.658 -4.775 2.694
H 2.798 -4.419 0.364
Cl -1.326 5.188 1.741
C -1.761 3.899 0.685
C -2.850 4.000 -0.166
C -3.131 2.921 -0.989
C -2.313 1.805 -0.948
N -1.257 1.719 -0.132
C -1.003 2.741 0.687
H -3.458 4.893 -0.172
H -3.974 2.941 -1.665
H -2.505 0.958 -1.591
H -0.173 2.643 1.374